53
Properties=species:S:1:pos:R:3:forces:R:3 method="wB97M-V/def2-TZVPD" de_lowest_kj_mol=58.5 orbital_gap_ev=8.9 e_homo_ev=-6.338 max_force_ev_per_a=2.6 total_charge=-1
O 0.775 -1.791 -0.037 -0.4 1.0 -0.7
C 0.176 -0.676 -0.105 -0.9 -0.4 0.9
O 0.560 0.374 0.480 0.8 -0.3 -0.5
C -1.211 -0.533 -0.743 0.4 -0.4 0.4
C -1.258 0.749 -1.607 -0.9 -1.1 0.8
C -2.000 0.540 -2.908 0.5 -0.2 -0.1
S -1.371 -0.826 -3.967 0.1 0.1 -0.5
H -1.885 -0.467 0.127 0.1 0.5 -0.1
H -1.520 -1.473 -1.191 0.2 0.1 -0.6
H -1.772 1.491 -0.987 0.1 0.2 -0.4
H -0.266 1.136 -1.784 0.1 -0.1 -0.1
H -3.042 0.257 -2.771 -0.1 0.4 0.2
H -1.851 1.457 -3.473 -0.5 -0.1 -0.2
H -0.444 -1.414 -3.202 -0.1 0.2 0.2
H -0.724 1.657 1.066 -0.1 0.2 0.0
H -1.147 0.686 2.070 -0.2 -0.2 0.3
O -1.293 1.613 1.863 -0.2 0.1 -0.2
H 2.891 0.310 -1.746 -0.2 -0.1 -0.3
H 3.759 -0.860 -1.461 0.1 0.3 -0.3
O 3.603 -0.196 -2.161 -0.1 -0.2 0.7
H -1.908 -1.796 2.657 -0.1 -0.1 0.5
H -1.194 -2.926 3.459 -0.1 0.3 0.0
O -2.029 -2.681 3.039 0.4 -0.2 -0.2
H -3.216 -3.077 1.233 0.0 -0.2 0.4
H -3.387 -1.842 0.420 -0.3 0.0 -0.1
O -3.888 -2.432 0.998 0.1 0.3 -0.4
H 0.325 2.232 2.505 0.3 -0.1 -0.6
H 1.623 2.262 1.566 -0.5 -0.6 0.1
O 1.113 2.729 2.231 0.5 1.0 0.9
H 2.962 -1.710 1.039 0.0 -0.2 -0.3
H 2.256 -0.594 0.232 0.6 -0.3 1.0
O 3.083 -0.805 0.738 0.6 0.4 -0.4
H 0.549 4.047 0.226 -0.3 -0.2 0.1
H 1.368 3.094 -0.576 -0.2 -0.3 0.2
O 0.441 3.384 -0.470 0.7 0.5 0.3
H 0.205 3.250 -2.259 -0.1 0.0 -0.1
H -1.159 3.748 -2.166 -0.1 -0.1 -0.2
O -0.597 3.279 -2.794 -0.2 0.5 -0.7
H 0.144 -3.102 -1.675 0.4 0.1 1.1
H -0.616 -3.732 -0.408 0.9 0.5 0.3
O -0.632 -3.545 -1.339 -1.6 -1.2 -1.6
H -3.313 0.859 2.580 -0.2 -0.2 -0.3
H -3.902 -0.628 2.759 -0.1 0.3 -0.3
O -3.218 0.004 3.011 0.4 -0.4 0.5
H 0.457 -2.353 2.126 0.0 -0.3 -0.1
H 1.524 -1.376 1.946 -0.1 0.1 0.4
O 1.227 -2.030 2.602 -0.1 0.2 0.2
H 3.533 2.295 0.498 -0.5 0.1 -0.6
H 3.536 1.973 -1.001 0.1 0.0 0.0
O 3.046 2.472 -0.337 0.8 -0.2 0.6
H 2.899 0.850 3.437 0.0 0.2 -0.1
H 3.679 0.168 2.318 -0.1 0.4 0.1
O 3.737 0.900 2.965 0.1 -0.4 -0.3



54
Properties=species:S:1:pos:R:3:forces:R:3 method="wB97M-V/def2-TZVPD" de_lowest_kj_mol=476.9 orbital_gap_ev=8.0 e_homo_ev=-7.972 max_force_ev_per_a=3.3 total_charge=0
N 0.385 0.205 -2.100 2.0 -0.9 0.6
C 0.645 0.711 -0.730 -1.6 -2.0 0.8
C 0.273 -0.073 0.374 0.3 -0.1 1.1
N 0.737 0.233 1.656 -0.4 0.4 -1.8
C 1.439 1.459 2.007 -0.6 -0.8 3.1
C 2.424 0.948 3.104 2.1 -0.3 -1.7
O 1.833 0.595 4.332 -0.3 -0.9 -0.1
O -0.491 -1.088 0.370 -0.7 -0.6 -0.9
H 0.480 -0.837 -2.262 -0.2 1.0 0.5
H 1.201 0.593 -2.658 -1.9 -0.5 0.0
H -0.556 0.399 -2.375 -0.2 0.6 -1.1
H 1.070 1.136 4.549 0.0 0.3 -0.2
H 1.523 1.230 -0.701 2.0 1.6 0.2
H 0.479 -0.435 2.396 0.3 0.7 -0.7
H 1.859 2.083 1.220 0.2 -0.7 -0.2
H 0.703 2.116 2.530 0.5 0.0 -0.3
H 3.252 1.631 3.338 -0.3 0.3 -0.3
H 2.960 0.007 2.612 -1.2 1.6 1.4
H -3.463 1.547 0.431 -0.6 -0.1 0.6
H -3.629 3.116 0.794 -0.7 -0.4 0.5
O -3.221 2.454 0.241 0.5 0.1 -1.1
H -2.247 -1.657 -3.367 0.0 -0.4 -0.6
H -2.042 -0.837 -2.193 -0.1 0.1 0.4
O -1.818 -0.837 -3.130 -0.6 0.2 0.2
H -1.073 -2.779 2.062 0.3 0.5 -0.7
H -0.655 -3.286 3.362 0.7 -0.4 -0.2
O -0.363 -3.316 2.432 -0.7 0.1 1.2
H 2.308 3.669 -3.188 -0.3 0.3 0.1
H 2.536 2.179 -3.102 0.1 -0.5 -0.3
O 2.916 3.014 -2.844 0.3 0.2 0.2
H -0.806 -3.562 -1.789 0.3 0.6 0.0
H -0.434 -2.250 -0.919 0.1 -0.3 -0.4
O -0.244 -2.768 -1.754 -0.2 -0.4 0.5
H -0.939 2.789 -1.730 0.3 0.8 0.2
H -0.862 4.041 -0.866 0.1 -0.1 0.3
O -0.457 3.635 -1.639 -0.3 -0.5 -1.1
H 3.307 -1.789 -0.623 0.0 -0.2 0.4
H 3.654 -3.091 -1.402 0.0 -0.4 0.2
O 3.465 -2.161 -1.491 0.0 0.7 -0.4
H 2.939 -0.943 -4.090 -0.1 0.2 -0.4
H 2.956 -0.821 -2.611 0.1 0.2 -0.3
O 2.731 -0.295 -3.409 0.2 -0.3 0.4
H -2.030 -4.256 1.432 -0.3 -0.4 0.3
H -1.472 -3.748 0.191 0.2 0.2 -0.4
O -2.330 -3.881 0.599 0.4 -0.9 0.1
H -3.493 -2.560 0.146 0.3 0.8 0.1
H -2.382 -1.521 0.363 0.6 0.1 0.1
O -3.299 -1.604 0.101 -1.1 0.2 -0.5
H -1.734 2.770 0.879 0.2 0.7 -0.1
H -0.345 2.470 0.542 0.5 0.3 -0.3
O -0.848 3.196 0.943 -0.3 -0.8 0.7
H -2.406 -0.079 2.676 0.2 0.5 -0.2
H -1.872 1.385 2.443 0.5 -0.2 -0.2
O -2.561 0.862 2.850 -0.6 -0.4 0.4



59
Properties=species:S:1:pos:R:3:forces:R:3 method="wB97M-V/def2-TZVPD" de_lowest_kj_mol=462.2 orbital_gap_ev=9.4 e_homo_ev=-9.496 max_force_ev_per_a=5.5 total_charge=0
O 4.939 1.033 4.086 -0.1 -0.1 0.2
H 5.737 0.923 3.569 0.2 -0.1 -0.1
H 4.594 1.885 3.816 -0.1 0.2 -0.1
O -1.468 -4.320 2.655 0.0 -0.2 0.2
H -2.224 -3.738 2.576 -0.2 0.2 0.0
H -0.907 -4.085 1.916 0.2 0.1 -0.2
O -0.299 3.805 -4.335 0.0 -0.2 0.3
H -0.751 4.605 -4.604 -0.2 0.2 0.0
H 0.248 3.574 -5.086 0.2 -0.1 -0.2
O -5.098 0.168 -4.356 -0.1 0.2 0.1
H -4.448 -0.482 -4.091 0.2 -0.2 0.1
H -5.289 -0.041 -5.270 -0.1 0.0 -0.2
O -3.578 3.223 -0.738 -0.2 0.0 -0.1
H -3.462 3.778 0.034 0.0 0.1 0.2
H -2.697 3.124 -1.097 0.2 -0.1 -0.1
O 6.732 2.552 -0.434 0.1 -0.2 0.1
H 6.817 3.448 -0.109 0.1 0.2 0.1
H 5.962 2.575 -1.002 -0.2 -0.1 -0.2
O 3.401 -5.273 0.452 0.0 -0.2 0.2
H 2.734 -4.814 -0.059 -0.2 0.2 -0.1
H 4.220 -5.097 -0.010 0.2 0.0 -0.1
O 0.935 3.908 3.102 0.0 -0.2 -0.1
H 1.531 4.540 2.700 0.1 0.2 -0.1
H 0.567 4.369 3.855 -0.1 0.1 0.2
O -3.436 -3.928 -4.445 0.0 0.3 -0.1
H -2.765 -4.607 -4.520 0.2 -0.1 0.0
H -4.264 -4.408 -4.437 -0.2 -0.1 0.0
C 1.045 0.523 -8.840 -1.5 -0.1 -0.2
O 1.533 1.362 -8.148 2.9 1.4 1.2
N 1.576 -0.521 -9.492 2.9 -0.4 0.1
N -0.241 0.594 -9.070 -3.5 -0.4 -0.9
H 2.566 -0.530 -9.292 0.0 -1.0 -0.4
H 1.066 -1.333 -9.810 0.4 0.3 0.2
H -0.630 -0.259 -9.444 -1.0 0.8 0.0
H -0.751 1.380 -8.694 -0.2 -0.6 -0.1
C 2.223 -1.061 8.060 -1.8 -0.9 1.2
O 1.541 -1.187 9.067 0.3 0.3 0.4
N 1.736 -1.273 6.855 -2.1 -0.4 -2.3
N 3.510 -0.842 7.977 3.9 1.3 1.0
H 0.745 -1.467 6.848 0.3 0.1 -0.6
H 2.274 -1.038 6.033 -0.6 -0.2 0.0
H 3.983 -0.474 8.791 -0.1 -0.1 -0.2
H 3.896 -0.594 7.077 0.2 0.0 0.4
C 0.312 -0.827 -1.753 -1.8 1.1 2.5
O 0.151 -1.857 -1.172 1.0 -2.9 1.6
N -0.239 -0.642 -2.907 -1.4 0.7 -5.3
N 0.638 0.326 -1.144 1.6 1.9 1.1
H -0.314 0.269 -3.337 0.0 -0.2 0.1
H -0.853 -1.351 -3.281 0.4 0.0 0.2
H 0.858 0.352 -0.158 0.1 -0.3 -0.4
H 0.685 1.202 -1.645 0.0 -0.3 0.2
C -4.375 0.047 4.926 0.7 0.0 -3.1
O -4.472 -0.421 3.819 -0.1 -1.2 -1.3
N -5.207 -0.112 5.900 -3.7 -1.7 2.8
N -3.443 0.883 5.308 2.4 1.9 1.0
H -5.077 0.433 6.741 -0.8 -0.9 0.0
H -5.893 -0.844 5.784 -0.1 0.4 0.5
H -2.803 1.294 4.644 -0.3 0.2 0.5
H -3.770 1.251 6.190 1.8 1.2 -0.4



53
Properties=species:S:1:pos:R:3:forces:R:3 method="wB97M-V/def2-TZVPD" de_lowest_kj_mol=59.5 orbital_gap_ev=8.1 e_homo_ev=-5.495 max_force_ev_per_a=2.6 total_charge=-1
C -0.456 2.749 -2.572 -0.3 -0.9 2.0
C -0.540 2.465 -0.999 0.9 -2.3 -0.6
C -1.336 1.105 -0.825 0.7 0.4 1.3
O -2.699 1.384 -1.070 -0.4 -0.2 -0.4
N 0.804 2.415 -0.340 -2.0 0.8 -0.2
C 1.634 1.198 -0.103 -1.4 0.3 1.0
O 0.965 0.030 -0.243 -0.5 -0.4 0.0
H -0.433 1.777 -3.065 -0.6 0.0 -0.1
H 0.441 3.200 -2.988 0.0 0.8 0.6
H -1.376 3.296 -2.654 -0.3 0.3 -1.4
H -1.275 3.116 -0.457 1.1 0.3 -0.6
H -0.933 0.255 -1.381 -0.2 0.4 -0.5
H -1.269 0.754 0.223 0.2 0.5 -0.2
H -3.163 0.636 -0.674 -0.3 0.1 -0.1
H 1.318 3.241 -0.607 0.3 -0.2 -0.1
H 2.496 1.203 -0.767 0.5 0.4 0.2
H 1.833 1.333 0.995 1.2 -0.1 -0.9
H -1.800 -2.463 -1.199 0.1 -0.1 -0.2
H -2.197 -2.416 -2.707 0.2 -0.1 0.5
O -2.499 -2.688 -1.821 -0.3 0.1 -0.3
H 1.223 -2.236 -1.997 0.2 0.3 -0.7
H 1.205 -0.827 -1.375 0.9 0.5 -1.3
O 1.612 -1.363 -2.228 -1.5 -0.4 0.7
H 1.001 0.831 2.541 -0.3 0.0 0.0
H -0.012 1.152 3.695 -0.2 -0.2 -0.4
O 0.888 1.307 3.370 0.6 -0.3 0.7
H -0.672 -2.520 2.503 -0.2 -0.4 -0.3
H -1.265 -3.701 1.720 0.1 0.1 0.0
O -1.434 -3.137 2.481 -0.1 -0.2 0.4
H 1.001 -2.947 -0.153 0.2 -0.9 0.0
H 0.813 -4.423 -0.790 0.2 0.6 0.3
O 0.509 -3.504 -0.796 -0.4 0.1 0.0
H -1.201 -0.694 -3.677 -0.1 0.1 -0.2
H -0.152 -1.743 -3.576 0.3 0.1 -0.2
O -0.917 -1.502 -4.125 -0.1 0.1 0.5
H 0.436 2.800 2.763 -0.5 0.6 -0.2
H -0.014 3.271 1.397 0.1 0.1 0.1
O -0.180 3.455 2.343 0.2 -0.1 -0.3
H -3.404 -1.842 1.893 0.5 -0.2 0.1
H -2.148 -0.939 1.728 0.0 -0.4 0.3
O -3.085 -1.010 1.538 -0.6 1.0 -0.5
H 2.713 -2.012 -1.015 0.3 0.6 0.5
H 2.171 -1.239 0.200 0.3 -0.2 -0.4
O 2.833 -1.933 -0.043 0.4 -0.4 0.6
H 4.440 0.737 -0.295 -0.1 -0.1 0.0
H 4.166 -0.462 0.620 -0.1 -0.1 -0.3
O 4.516 0.440 0.615 0.4 0.0 0.4
H 1.156 -1.194 2.298 0.0 0.4 -0.2
H 0.110 -0.950 1.094 1.1 0.5 0.0
O 0.567 -1.606 1.662 -0.8 -0.9 0.7
H -2.792 1.231 2.923 0.1 0.2 -0.4
H -1.648 2.375 2.715 -0.2 -0.2 0.0
O -1.953 1.591 3.221 0.3 -0.2 0.4



52
Properties=species:S:1:pos:R:3:forces:R:3 method="wB97M-V/def2-TZVPD" de_lowest_kj_mol=212.4 orbital_gap_ev=8.8 e_homo_ev=-8.770 max_force_ev_per_a=3.1 total_charge=0
C 0.332 -0.993 -1.620 -0.8 0.6 -0.1
C -0.530 -0.190 -0.654 0.2 -0.3 2.4
S -2.151 -1.045 -0.236 0.9 -0.8 -2.8
S -3.167 -0.204 1.214 -0.1 0.9 0.4
C -3.552 1.475 0.668 -1.5 1.5 1.4
C -2.795 2.420 1.595 0.9 0.1 1.5
H 0.153 -2.060 -1.650 0.1 -0.2 0.2
H 1.392 -0.770 -1.490 0.0 0.0 0.0
H -0.012 -0.599 -2.569 0.6 -0.4 -0.5
H -0.552 0.840 -0.998 -0.9 0.0 -0.1
H -0.137 -0.113 0.363 0.5 0.0 -0.2
H -3.596 1.818 -0.363 0.8 -0.9 -0.4
H -4.608 1.582 0.954 0.0 -0.1 -0.1
H -1.728 2.203 1.656 0.0 0.0 -0.6
H -3.089 2.243 2.640 -0.4 -0.2 -0.2
H -2.877 3.506 1.522 -0.4 -0.1 -0.8
H -0.265 -2.999 1.104 0.5 0.3 0.4
H -0.624 -2.772 2.529 0.8 0.4 0.0
O 0.182 -2.800 1.953 -0.9 -0.8 -1.0
H 1.756 -3.972 1.275 -0.2 0.0 0.5
H 2.668 -3.461 2.398 -0.3 -0.6 -0.5
O 2.673 -3.985 1.572 0.5 0.0 0.5
H 2.076 -1.581 0.189 0.4 0.5 0.2
H 2.983 -2.524 0.874 0.6 1.0 -0.1
O 2.941 -1.549 0.637 -0.8 -0.8 -0.3
H 0.616 -0.354 -4.700 0.9 1.2 0.1
H 1.123 0.780 -3.765 0.0 0.2 0.8
O 1.146 0.485 -4.664 -0.9 -1.4 -1.0
H -1.781 0.482 -3.727 0.3 -0.2 -0.2
H -2.656 1.043 -2.588 0.0 -0.2 0.1
O -2.332 1.219 -3.474 -0.2 0.5 0.0
H 0.356 3.308 -2.457 -0.2 -0.6 -0.2
H 1.353 3.651 -1.443 0.1 -0.9 -0.1
O 0.977 2.850 -1.870 0.2 1.4 -0.1
H 2.750 0.685 1.876 0.4 1.6 -0.2
H 3.218 2.306 1.865 0.0 -1.4 0.1
O 2.501 1.647 1.804 0.4 -0.6 0.4
H -0.954 -1.169 3.996 -0.7 0.0 0.0
H -2.405 -1.533 3.410 0.2 0.4 0.2
O -1.494 -1.820 3.521 -0.2 -0.2 0.6
H 0.861 0.239 4.114 0.3 0.5 0.3
H 1.010 -1.211 4.001 0.5 0.0 0.6
O 1.136 -0.506 4.667 -0.7 -0.4 -1.2
H -2.088 -1.345 -3.049 -0.4 -0.5 0.2
H -2.158 -2.889 -3.117 -0.5 -0.2 0.1
O -1.621 -2.136 -3.343 0.4 0.4 -0.5
H 0.745 2.215 -0.085 0.4 0.3 0.9
H 0.909 2.584 1.512 0.7 -0.5 -0.6
O 0.330 2.387 0.776 -1.8 0.4 -0.4
H 2.953 0.617 -2.223 -0.6 -0.3 -0.1
H 4.240 1.215 -1.950 1.0 0.6 0.7
O 3.789 0.779 -2.653 -0.3 -0.3 -0.5